Entry 1:
15
Properties=species:S:1:pos:R:3:nbo_charge:R:1 method="wB97M-V/def2-TZVPD" gap_ha=0.249 e_lumo_ev=3.80 e_homo_ev=-2.987 de_lowest_kcal_mol=10.9 total_charge=-1 total_energy_ha=-631.23979 max_force_ev_per_a=1.1 spin_multiplicity=1
C -2.06 -0.78 -2.07 -0.729
S -0.37 -0.22 -2.44 -0.295
H -2.76 -0.24 -2.71 0.191
H -2.18 -1.86 -2.18 0.190
H -2.29 -0.53 -1.04 0.225
C 0.31 0.29 2.47 -0.712
C 0.68 0.03 1.18 0.397
O 0.06 -0.77 0.37 -0.802
C 1.81 0.81 0.53 -0.684
H 0.80 1.10 3.00 0.164
H -0.46 -0.26 2.99 0.180
H 0.16 -0.56 -1.12 0.275
H 2.44 1.38 1.22 0.188
H 2.43 0.09 -0.01 0.202
H 1.43 1.53 -0.20 0.209

=====

Entry 2:
15
Properties=species:S:1:pos:R:3:nbo_charge:R:1 method="wB97M-V/def2-TZVPD" gap_ha=0.395 e_lumo_ev=-4.90 e_homo_ev=-15.658 de_lowest_kcal_mol=99.7 total_charge=+1 total_energy_ha=-630.74760 max_force_ev_per_a=5.2 spin_multiplicity=1
C 2.58 -0.26 0.02 -0.362
C 1.41 0.28 0.02 -0.386
C -1.24 -0.28 -1.39 -0.800
C -0.87 -0.14 1.44 -0.798
O 0.16 -2.16 -0.08 -0.845
S -0.12 -0.77 -0.10 1.781
H 3.34 0.42 0.34 0.266
H 2.63 -1.22 -0.32 0.245
H 1.25 1.95 0.60 0.270
H -1.45 0.72 -1.29 0.260
H -2.03 -0.90 -1.38 0.273
H -0.87 -0.30 -2.31 0.276
H -1.14 0.94 1.09 0.267
H -0.12 -0.28 2.22 0.280
H -1.62 -0.82 1.74 0.274

=====

Entry 3:
14
Properties=species:S:1:pos:R:3:nbo_charge:R:1 method="wB97M-V/def2-TZVPD" gap_ha=0.357 e_lumo_ev=0.98 e_homo_ev=-8.721 smiles="CC1=CC1.P" de_lowest_kcal_mol=64.7 total_energy_ha=-499.00040 max_force_ev_per_a=5.5 spin_multiplicity=1
C 0.64 -0.82 -1.48 -0.638
C -0.66 -0.59 -0.74 0.041
C -1.55 0.42 -0.80 -0.226
C -1.54 -0.60 0.34 -0.402
H 0.77 -0.01 -2.10 0.220
H 0.59 -1.71 -2.09 0.226
H 1.54 -0.91 -0.79 0.221
H -1.71 1.41 -1.10 0.222
H -1.05 -0.38 1.32 0.156
H -2.42 -1.24 0.51 0.183
P 1.56 1.61 1.97 0.036
H 0.24 1.14 1.89 -0.009
H 1.62 1.31 0.63 -0.015
H 1.97 0.39 2.45 -0.014

=====

Entry 4:
14
Properties=species:S:1:pos:R:3:nbo_charge:R:1 method="wB97M-V/def2-TZVPD" gap_ha=0.202 e_lumo_ev=3.51 e_homo_ev=-1.985 de_lowest_kcal_mol=24.1 total_charge=-1 total_energy_ha=-555.96602 max_force_ev_per_a=2.1 spin_multiplicity=1
C 1.10 1.21 -2.89 -0.740
S -0.40 0.37 -3.56 -0.761
H 1.00 2.29 -2.74 0.167
H 1.25 0.71 -1.93 0.172
H 2.00 0.97 -3.46 0.167
C -1.51 -0.54 1.02 -0.663
C -0.57 -0.85 2.18 -0.173
C 0.71 -0.55 2.07 -0.404
H -1.59 0.49 0.72 0.235
H -1.14 -1.14 0.18 0.243
H -2.47 -1.02 1.23 0.196
H -1.01 -1.13 3.13 0.183
H 1.43 -0.65 2.88 0.176
H 1.20 -0.16 1.18 0.201